1.
Computed, not measured: the molecule C2H3N3O2 in a non-equilibrium geometry, with ωB97M-V/def2-TZVPD.

Structure (XYZ):
```
10
C2H3N3O2 | the OMol25 dataset | ωB97M-V/def2-TZVPD
C 0.093 0.080 0.453
H 0.310 -1.632 1.488
H -1.002 -0.986 -1.657
H -1.235 -0.923 1.590
N 1.084 1.976 0.146
C 0.101 0.309 -0.918
N 0.749 1.115 1.014
N -0.433 -1.091 1.028
O 0.713 1.437 -1.159
O -0.379 -0.284 -1.986
```

For the HOMO-LUMO gap, the calculation gives 9.800 eV. Its SMILES is Nc1nnoc1O. Its strongest force on any atom is 0.0399 Eh/bohr. The energy above the lowest of the compared OMol25 structures with the same formula, charge and spin comes out at 61.3 kcal per mole. As for the LUMO energy: 0.43 eV. As for the total charge: 0. As for the energy: -10685.7982 eV.

Löwdin population analysis, charges in e, atoms 1 to 5:
1 C -0.35
2 H 0.10
3 H 0.15
4 H 0.07
5 N 0.06

2.
Computed, not measured: the molecule C2H3N3O2 in a non-equilibrium geometry, with ωB97M-V/def2-TZVPD.

Structure (XYZ):
```
10
C2H3N3O2 | the OMol25 dataset | ωB97M-V/def2-TZVPD
O -0.073 0.785 -1.993
H 1.216 -1.291 1.856
H 1.851 -0.517 -0.142
H -1.200 0.454 -1.834
C -0.907 0.479 0.211
N 0.294 0.711 -0.510
N 0.909 -0.455 -0.071
C 0.487 -0.826 1.112
O -2.001 0.810 -0.066
N -0.576 -0.150 1.437
```

For the HOMO-LUMO gap, the calculation gives 10.276 eV. Its SMILES is O=c1nc[nH]n1O. Its strongest force on any atom is 0.1111 Eh/bohr. The energy above the lowest of the compared OMol25 structures with the same formula, charge and spin comes out at 110.4 kcal per mole. As for the LUMO energy: 0.23 eV. As for the total charge: 0. As for the energy: -10683.6693 eV.

Löwdin population analysis, charges in e, atoms 1 to 5:
1 O -0.07
2 H 0.17
3 H 0.11
4 H 0.22
5 C -0.56

3.
Computed, not measured: the molecule C2H3N3O3 in a non-equilibrium geometry, with ωB97M-V/def2-TZVPD.

Structure (XYZ):
```
11
C2H3N3O3 | the OMol25 dataset | ωB97M-V/def2-TZVPD
O -0.952 0.109 -0.644
N -0.670 1.572 -0.362
H 1.713 -0.915 0.627
C 0.115 -0.635 -0.304
O 1.216 0.942 0.950
N -0.060 -1.914 -0.305
N 1.451 -0.110 -0.061
C 0.285 1.886 0.380
H 0.380 2.968 0.566
O -1.405 -2.409 -0.549
H -2.073 -1.496 -0.298
```

For the HOMO-LUMO gap, the calculation gives 9.957 eV. Its SMILES is O/N=C1/NOC=NO1. Its strongest force on any atom is 0.1052 Eh/bohr. The energy above the lowest of the compared OMol25 structures with the same formula, charge and spin comes out at 132.2 kcal per mole. As for the LUMO energy: 0.27 eV. As for the total charge: 0. As for the energy: -12728.2260 eV.

Löwdin population analysis, charges in e, atoms 1 to 5:
1 O -0.01
2 N 0.14
3 H 0.17
4 C -0.45
5 O -0.09

4.
Computed, not measured: the molecule C2H3N3O3 in a non-equilibrium geometry, with ωB97M-V/def2-TZVPD.

Structure (XYZ):
```
11
C2H3N3O3 | the OMol25 dataset | ωB97M-V/def2-TZVPD
H -1.192 2.393 0.279
C -0.966 1.395 -0.118
N 0.142 -0.482 -0.888
H -0.337 -2.233 -0.404
O -0.945 -0.122 -1.618
O -0.400 -1.435 0.090
N 1.219 0.639 1.199
C 0.269 0.569 0.337
H 1.812 -1.292 0.956
N -1.672 0.976 -1.085
O 2.070 -0.407 1.253
```

For the HOMO-LUMO gap, the calculation gives 9.676 eV. Its SMILES is O/N=c1/cnon1O. Its strongest force on any atom is 0.0793 Eh/bohr. The energy above the lowest of the compared OMol25 structures with the same formula, charge and spin comes out at 148.3 kcal per mole. As for the LUMO energy: -0.34 eV. As for the total charge: 0. As for the energy: -12727.5264 eV.

Löwdin population analysis, charges in e, atoms 1 to 5:
1 H 0.12
2 C -0.08
3 N -0.05
4 H 0.08
5 O -0.12

5.
Computed, not measured: a cluster of 2 separate species, C2H3N3O6S in total in a non-equilibrium geometry, with ωB97M-V/def2-TZVPD.

Structure (XYZ):
```
15
C2H3N3O6S | the OMol25 dataset | ωB97M-V/def2-TZVPD
H -2.888 -1.741 0.499
O -0.867 -0.763 -1.538
O 1.010 -1.961 -0.313
H -1.042 -1.314 1.067
S -1.755 0.058 -0.765
O 1.917 -0.107 1.854
N 0.764 -0.841 -0.611
N 1.931 0.687 0.963
O 0.295 2.522 -0.673
O 2.377 1.798 0.952
O 0.866 1.208 -2.313
N 0.667 1.491 -1.165
C -2.003 -0.941 0.723
H -2.382 -0.461 1.576
C 1.109 0.363 -0.258
```

For the HOMO-LUMO gap (spin up / spin down), the calculation gives 7.885 / 8.025 eV. Its strongest force on any atom is 0.1049 Eh/bohr. The energy above the lowest of the compared OMol25 structures with the same formula, charge and spin comes out at 38.4 kcal per mole. As for the LUMO energy (spin up / spin down): -1.98 / -1.53 eV. As for the total charge: 0. As for the energy: -29700.5996 eV.

Löwdin population analysis, charges in e, atoms 1 to 5:
1 H 0.11
2 O -0.49
3 O 0.15
4 H 0.03
5 S 0.94

6.
Computed, not measured: a structure of composition C2H3N3OS in a non-equilibrium geometry, with ωB97M-V/def2-TZVPD.

Structure (XYZ):
```
10
C2H3N3OS | the OMol25 dataset | ωB97M-V/def2-TZVPD
S 0.474 -0.760 1.238
N -1.553 -1.063 -0.812
O 1.827 -1.049 0.735
N 0.415 1.070 -0.670
H -0.758 -3.054 1.534
H -0.066 1.765 -1.275
C -0.184 0.104 -0.146
N -1.495 -1.953 0.009
C -0.690 -2.171 0.967
H 1.316 1.280 -0.192
```

For the HOMO-LUMO gap, the calculation gives 7.340 eV. Its strongest force on any atom is 0.0917 Eh/bohr. The energy above the lowest of the compared OMol25 structures with the same formula, charge and spin comes out at 122.4 kcal per mole. As for the LUMO energy: -0.84 eV. As for the total charge: 0. As for the energy: -19469.7776 eV.

Löwdin population analysis, charges in e, atoms 1 to 5:
1 S 0.91
2 N 0.05
3 O -0.54
4 N 0.13
5 H 0.05

7.
Computed, not measured: the molecule C2H3N3OS in a non-equilibrium geometry, with ωB97M-V/def2-TZVPD.

Structure (XYZ):
```
10
C2H3N3OS | the OMol25 dataset | ωB97M-V/def2-TZVPD
N -1.062 -1.210 0.904
C 0.006 0.502 0.009
H -1.355 -0.643 1.714
H -1.064 -2.388 1.241
H 2.090 -0.790 -1.307
N 1.133 -0.698 -1.634
S -0.479 1.590 1.094
C -0.236 -0.930 0.012
N 0.366 -1.600 -0.827
O 0.788 0.689 -1.047
```

For the HOMO-LUMO gap, the calculation gives 9.017 eV. Its SMILES is Nc1n[nH]oc1=S. Its strongest force on any atom is 0.2403 Eh/bohr. The energy above the lowest of the compared OMol25 structures with the same formula, charge and spin comes out at 73.9 kcal per mole. As for the LUMO energy: -0.24 eV. As for the total charge: 0. As for the energy: -19471.8804 eV.

Löwdin population analysis, charges in e, atoms 1 to 5:
1 N 0.09
2 C -0.81
3 H 0.07
4 H 0.24
5 H 0.11

8.
Computed, not measured: the molecule C2H3N3OS in a non-equilibrium geometry, with ωB97M-V/def2-TZVPD.

Structure (XYZ):
```
10
C2H3N3OS | the OMol25 dataset | ωB97M-V/def2-TZVPD
H 0.815 1.738 -0.199
O -3.235 0.571 -0.145
H 2.237 -0.394 1.122
S -1.647 -1.517 -0.165
C -2.124 0.259 -0.091
N 0.702 -0.263 -0.284
N -1.096 1.121 -0.132
C 0.187 0.897 -0.114
H 2.295 -1.646 -0.226
N 1.865 -0.766 0.233
```

For the HOMO-LUMO gap (spin up / spin down), the calculation gives 7.558 / 7.636 eV. Its strongest force on any atom is 0.1292 Eh/bohr. The energy above the lowest of the compared OMol25 structures with the same formula, charge and spin comes out at 82.6 kcal per mole. As for the LUMO energy (spin up / spin down): -1.81 / -1.58 eV. As for the total charge: 0. As for the energy: -19471.5049 eV.

Löwdin population analysis, charges in e, atoms 1 to 5:
1 H 0.12
2 O 0.05
3 H 0.12
4 S 0.70
5 C -0.96

9.
Computed, not measured: the molecule C2H3N3OS in a non-equilibrium geometry, with ωB97M-V/def2-TZVPD.

Structure (XYZ):
```
10
C2H3N3OS | the OMol25 dataset | ωB97M-V/def2-TZVPD
N 0.806 -1.036 -0.179
H -2.053 0.887 0.468
N -0.012 1.059 0.131
N 1.874 -0.174 -0.195
H 1.951 1.747 0.195
S -2.875 -0.032 0.033
H 0.879 -1.984 -0.394
O -1.534 -1.020 -0.130
C -0.337 -0.462 0.039
C 1.302 1.016 0.032
```

For the HOMO-LUMO gap, the calculation gives 9.025 eV. Its SMILES is SOc1ncn[nH]1. Its strongest force on any atom is 0.1224 Eh/bohr. The energy above the lowest of the compared OMol25 structures with the same formula, charge and spin comes out at 50.4 kcal per mole. As for the LUMO energy: 0.06 eV. As for the total charge: 0. As for the energy: -19472.9009 eV.

Löwdin population analysis, charges in e, atoms 1 to 5:
1 N 0.06
2 H -0.16
3 N 0.09
4 N 0.04
5 H 0.06

10.
Computed, not measured: a structure of composition C2H3N3S2 in a non-equilibrium geometry, with ωB97M-V/def2-TZVPD.

Structure (XYZ):
```
10
C2H3N3S2 | the OMol25 dataset | ωB97M-V/def2-TZVPD
N -0.316 -0.394 0.356
N 0.979 -0.058 1.990
S -1.868 -1.069 -0.189
C 0.634 0.492 -0.190
C 1.501 0.646 0.953
H 2.263 1.316 1.161
H -2.400 -0.578 1.407
H 0.289 2.654 -1.645
S 0.744 1.005 -1.886
N 0.055 -0.863 1.610
```

For the HOMO-LUMO gap, the calculation gives 8.861 eV. Its strongest force on any atom is 0.0883 Eh/bohr. The energy above the lowest of the compared OMol25 structures with the same formula, charge and spin comes out at 99.4 kcal per mole. As for the LUMO energy: -0.67 eV. As for the total charge: 0. As for the energy: -28258.4580 eV.

Löwdin population analysis, charges in e, atoms 1 to 5:
1 N -0.57
2 N -0.04
3 S 0.65
4 C -0.70
5 C -0.14

> Which formula does entry 4 have?

C2H3N3O3

> The highest strongest force on any atom belongs to which entry?

number 7